1.
Entry from the OMol25 dataset: a structure of composition C25H50F9O19SV2 at a distorted geometry (wB97M-V/def2-TZVPD).

Calculated values
total charge = +1
E = -152282.2882 eV
frontier orbital gap = 2.4 eV
HOMO = -10.0 eV
LUMO = -7.62 eV
relative energy (zero: lowest compared OMol25 entry of this formula, charge and spin) = 1552.4 kJ/mol

Geometry (Å):
O: 5.812 2.392 1.167
H: 4.391 5.847 -1.286
C: -3.753 -0.569 -9.195
C: -2.378 1.216 -10.102
O: 5.472 0.791 -3.130
O: 3.651 -3.714 8.405
H: -7.311 0.547 -0.796
H: -3.138 6.043 5.255
C: 4.442 4.360 1.533
H: 6.333 -8.804 0.180
H: 1.874 -1.114 7.246
O: -0.323 -0.943 -3.664
H: 6.825 1.181 2.526
H: -7.800 2.112 -1.170
H: 1.630 -2.907 6.748
H: -3.693 -0.488 -8.110
H: -4.531 0.048 -9.645
C: 5.322 -8.553 -0.141
C: -2.430 5.236 2.889
H: -2.920 1.912 -9.462
H: 4.721 -9.423 0.124
H: 3.787 2.258 1.884
H: -3.805 6.918 3.337
F: 3.577 -5.487 10.032
S: -0.669 -0.308 -2.388
V: 1.398 -1.647 -8.465
H: -9.068 1.025 -1.333
O: 7.066 -7.074 -1.815
H: 5.874 0.251 1.507
C: -8.069 2.637 5.198
H: 3.826 -2.916 6.616
H: -8.854 3.328 4.892
H: -7.386 3.260 5.776
C: -3.934 -2.007 -9.749
H: -3.011 4.253 5.279
C: 4.658 -7.348 0.495
H: 3.748 -7.083 -0.044
O: 2.128 -3.057 -8.147
H: 4.524 -7.407 1.575
H: 5.164 5.008 2.030
H: -6.812 1.007 1.718
H: 5.339 -6.506 0.373
H: 7.204 0.962 0.750
F: 6.659 -7.113 -4.521
V: 5.021 2.333 -2.963
O: 4.597 2.892 -4.388
C: 2.083 -2.171 7.412
F: 6.384 -9.234 -4.020
H: -8.604 0.531 3.214
O: -7.464 2.205 3.951
H: -7.333 2.727 1.560
F: -0.202 -2.717 -1.521
H: 4.314 -1.773 7.957
H: -1.337 1.538 -10.133
H: -3.213 9.384 3.019
C: 5.974 -7.961 -3.815
O: 5.186 -8.455 -1.577
O: -8.640 1.269 0.614
O: -2.117 7.728 2.260
C: -2.997 -4.116 -9.174
F: 5.043 -6.798 8.819
H: -1.861 4.861 2.039
C: -3.048 6.635 2.606
H: -3.739 6.557 1.766
H: -3.465 -4.567 -10.049
H: -2.680 1.308 -11.145
O: 5.966 -4.145 7.975
C: -8.183 1.196 -0.720
H: -9.206 2.194 2.840
H: 4.995 6.521 0.226
O: -1.938 0.410 -2.462
O: 4.352 4.560 0.137
O: -1.676 5.231 4.076
H: -3.314 9.028 1.363
C: -2.595 9.059 2.181
H: -1.792 9.760 1.953
F: -0.607 -1.379 0.091
H: 3.488 4.535 2.030
H: 4.954 2.904 2.961
O: 2.547 -0.540 -8.387
C: 3.598 -2.515 7.604
O: -2.418 -0.099 -9.652
H: 1.633 -2.270 8.399
H: -3.152 4.419 2.883
C: 4.249 5.853 -0.205
C: -0.996 -1.739 -1.191
C: -8.331 1.562 2.990
C: 4.767 -5.587 9.428
C: 4.692 2.867 1.903
H: -4.100 -2.140 -10.818
H: -3.586 -4.514 -8.348
C: 6.109 -7.722 -2.272
F: 5.660 -5.431 10.436
C: 6.447 1.178 1.504
H: 3.334 6.414 -0.016
C: -7.658 1.691 1.657
H: -2.007 -4.570 -9.120
O: -2.773 -2.692 -9.334
H: -8.498 1.828 5.789
C: -2.463 5.190 5.187
H: -4.825 -2.392 -9.254
C: 4.876 -4.391 8.501
H: -1.850 5.103 6.085
O: 0.417 0.458 -1.775
F: 4.712 -7.993 -4.263
F: -2.269 -2.141 -1.181

***

2.
Entry from the OMol25 dataset: a cluster of 7 separate species, C25H50O11 in total at a distorted geometry (wB97M-V/def2-TZVPD).

Calculated values
E = -49249.0548 eV
frontier orbital gap = 9.7 eV
HOMO = -9.5 eV
LUMO = 0.22 eV
relative energy (zero: lowest compared OMol25 entry of this formula, charge and spin) = 803.8 kJ/mol

Geometry (Å):
O: 47.885 48.018 6.453
H: 48.121 48.507 17.056
H: 48.181 46.328 8.496
H: 52.420 54.338 14.044
H: 56.641 46.803 8.541
H: 54.424 51.128 8.003
C: 55.832 47.164 9.009
C: 50.771 48.763 10.742
H: 54.737 45.832 13.435
C: 53.920 45.957 12.801
C: 55.860 49.868 11.548
O: 49.657 47.000 7.194
C: 53.240 54.008 13.813
O: 56.116 50.513 6.930
O: 51.339 48.559 11.982
H: 50.868 48.759 5.513
H: 48.736 48.764 11.570
C: 53.822 49.842 6.281
H: 52.158 49.997 14.936
H: 59.238 51.270 7.171
H: 58.309 49.883 6.513
H: 54.020 48.846 6.796
H: 50.685 45.307 12.994
H: 54.499 51.625 6.320
H: 53.980 50.169 15.247
H: 49.627 44.168 8.848
H: 51.533 50.069 9.252
H: 51.285 48.298 8.756
O: 56.788 52.473 7.797
O: 47.297 48.406 14.305
C: 51.532 44.962 12.294
H: 53.309 54.226 11.785
H: 49.106 47.750 10.275
H: 51.309 43.765 12.036
H: 53.744 55.609 12.591
O: 57.482 47.739 10.770
C: 48.922 45.962 7.830
H: 49.361 49.910 5.569
C: 47.419 49.247 16.647
H: 55.123 46.429 9.376
H: 56.936 50.197 11.488
H: 55.305 47.826 8.477
H: 49.184 49.904 13.616
O: 55.694 49.073 10.423
H: 50.374 49.636 6.939
H: 52.752 50.155 6.046
H: 53.121 50.070 13.500
C: 53.873 54.555 12.536
H: 48.942 49.511 9.985
H: 50.739 44.590 7.732
C: 54.916 51.299 11.328
H: 51.363 45.622 11.480
O: 53.303 43.670 13.130
H: 48.360 51.114 14.618
H: 54.442 49.598 5.366
H: 55.716 49.287 12.365
C: 49.335 48.762 10.597
H: 55.314 52.027 10.578
C: 57.015 51.333 7.388
C: 53.083 50.456 14.685
C: 48.908 50.293 14.670
H: 50.420 45.622 9.226
H: 54.074 50.928 11.021
H: 54.767 51.728 12.246
C: 49.979 45.081 8.510
C: 58.416 50.631 7.247
H: 49.735 50.287 15.470
C: 52.965 44.764 12.669
C: 53.037 52.017 14.843
H: 53.730 54.430 14.624
C: 47.792 49.269 15.121
C: 51.683 49.053 9.531
H: 54.884 54.066 12.574
H: 47.296 50.165 17.065
H: 58.468 49.906 8.171
H: 48.366 45.368 6.929
C: 49.005 48.032 6.579
H: 46.345 48.876 16.667
C: 54.727 50.852 6.960
H: 54.477 46.092 11.758
H: 53.293 46.708 13.242
C: 49.920 49.115 6.085
H: 52.770 49.133 9.509
C: 56.385 48.031 10.206
O: 52.396 52.460 15.807
O: 53.341 52.570 13.724

***

3.
Entry from the OMol25 dataset: a structure of composition C25H51BBeBrClF5KNNaO9P2S3 at a distorted geometry (wB97M-V/def2-TZVPD).

Calculated values
E = -215716.5125 eV
frontier orbital gap = 1.5 eV
HOMO = -5.8 eV
LUMO = -4.37 eV
relative energy (zero: lowest compared OMol25 entry of this formula, charge and spin) = 317.2 kJ/mol

Geometry (Å):
H: 0.282 -1.606 0.239
H: 3.114 -2.924 1.318
H: 3.624 4.144 -1.776
H: -2.386 -4.547 3.816
S: -1.917 3.900 5.095
H: -3.901 -5.215 4.490
O: 2.443 1.718 -4.402
H: -1.351 1.499 2.730
H: 0.477 5.107 4.351
H: 0.289 -0.169 -1.608
H: -2.933 -6.396 0.661
H: 2.436 0.898 0.311
C: -2.556 4.783 -3.034
O: 4.471 2.942 -3.455
H: 2.511 1.568 -1.307
H: 3.492 2.996 0.167
H: -2.007 -5.035 1.429
C: 1.142 -5.502 1.772
H: 4.249 7.546 -1.651
N: 0.143 2.930 2.888
H: -3.976 4.246 -1.470
H: 0.368 2.289 3.692
C: -0.972 -6.974 1.393
H: -2.970 -2.854 -0.476
C: 1.208 -3.936 1.603
C: 1.944 -2.713 -0.567
H: 0.132 1.581 -2.817
O: -3.326 -3.077 0.392
C: -0.226 1.331 0.925
H: -2.507 -7.091 3.448
S: 2.732 2.077 2.818
C: 1.798 1.142 -0.570
H: 0.189 4.311 -3.707
F: -0.744 -6.772 -4.567
C: 1.341 -1.383 -0.032
H: -0.256 -5.406 0.028
Cl: 0.289 4.907 0.457
H: 1.822 -1.037 0.912
F: -1.885 3.044 1.576
P: -0.651 4.405 3.716
C: -2.271 -6.105 1.502
P: 3.386 2.896 -4.637
C: 0.331 2.579 -2.379
C: 2.439 -3.537 0.684
K: -3.888 3.570 0.649
O: 4.038 6.638 -1.923
H: -2.962 5.714 -1.066
H: -1.804 -0.623 0.543
H: -5.003 -2.674 1.496
H: 1.907 4.713 -1.718
H: 1.333 -3.506 2.618
H: -1.093 3.047 -4.058
Na: 0.679 3.443 5.440
F: -0.929 -7.583 -2.408
Br: 5.703 1.271 -3.270
B: -0.132 -6.814 -3.296
H: 0.760 -6.882 0.101
H: 3.163 4.517 0.976
C: -3.349 -5.026 3.544
H: 0.696 -5.700 2.771
O: -1.376 4.351 -2.391
C: 3.346 6.066 -0.917
H: 2.134 0.849 2.827
H: -4.069 -6.856 2.603
H: -1.253 5.263 2.740
C: 1.272 -0.224 -1.105
H: -2.996 3.963 -3.632
C: -0.527 3.580 -3.275
S: -1.716 0.655 0.048
C: -3.550 5.193 -1.893
H: 1.380 2.884 -2.509
H: -3.890 -4.329 2.879
H: -2.384 5.697 -3.639
F: 1.150 -7.399 -3.402
H: -5.265 -2.771 -0.260
H: 2.167 -5.912 1.722
O: 4.089 2.742 -5.974
C: 1.448 3.251 2.222
H: -4.330 5.885 -2.266
C: 2.844 4.622 -1.145
O: 2.605 4.195 -4.596
C: 0.719 2.142 -0.077
C: -3.090 -6.390 2.822
C: 1.339 3.419 0.673
C: 2.765 3.828 0.191
H: -0.650 -7.351 2.388
H: 1.969 -0.534 -1.913
C: 0.187 -6.160 0.709
C: -4.584 -2.428 0.522
Be: -4.340 7.409 -0.527
O: -0.173 2.655 -1.047
O: 3.123 6.713 0.079
H: 1.107 -3.303 -0.993
H: 0.248 -3.627 1.149
C: -0.837 2.212 2.050
H: -1.191 -7.861 0.764
H: 1.765 4.247 2.601
H: 2.964 -4.453 0.364
H: 2.787 -2.581 -1.266
H: 0.331 0.527 1.452
H: -4.451 -1.345 0.452
F: -0.006 -5.489 -2.783

***

4.
Entry from the OMol25 dataset: the ion C25H51BClFN3O3 with charge +1 at a distorted geometry (wB97M-V/def2-TZVPD).

Calculated values
total charge = +1
E = -53276.9769 eV
frontier orbital gap = 9.7 eV
HOMO = -12.6 eV
LUMO = -2.96 eV

Geometry (Å):
H: -0.940 0.090 -2.544
H: -2.851 -0.583 -1.461
H: 2.157 1.420 -0.722
H: 3.759 4.524 0.190
C: 1.819 1.634 0.288
H: 0.764 -3.881 -0.153
H: 3.284 2.666 -2.178
H: 2.582 -6.037 2.104
H: 4.561 3.807 -1.863
C: 3.917 3.068 -1.377
C: -0.165 0.321 -1.791
C: -1.341 -4.557 -2.114
H: 5.099 1.278 -1.695
C: -3.912 -0.714 -1.196
H: 0.387 3.936 -0.574
C: 0.765 -5.707 1.021
N: 4.474 2.095 2.322
O: 3.024 3.897 3.094
H: -5.184 -1.976 -2.404
C: 2.408 2.971 0.806
C: -2.333 -3.634 -1.409
N: 0.233 1.960 0.117
C: -0.588 1.064 1.004
C: -4.053 -0.481 0.324
H: -2.984 -4.229 -0.755
C: -0.121 1.772 -1.327
H: 0.723 -4.237 3.161
H: 3.656 4.600 3.269
H: -0.180 0.065 0.875
H: -2.594 1.741 1.425
C: 0.071 -4.699 0.087
H: -2.351 1.316 -0.263
H: -2.929 5.006 0.651
C: -2.093 1.031 0.763
H: -1.927 -5.274 -2.702
H: 1.945 -3.141 2.506
H: 1.891 0.478 2.012
C: -1.031 4.180 0.979
H: -4.604 -1.313 0.771
H: -1.087 2.241 -1.522
B: 3.379 2.985 2.126
C: -2.694 -0.357 1.026
H: -0.366 1.374 2.027
H: -1.796 -2.917 -0.773
H: 1.989 -0.367 0.566
H: 0.465 -5.663 -1.773
Cl: -1.416 3.653 2.643
H: -4.474 0.048 -1.743
C: -2.052 4.796 -1.302
F: 5.999 2.516 -0.367
C: -2.296 4.284 0.130
H: -0.640 5.193 1.111
O: 0.597 -0.517 -1.393
H: -2.629 -2.199 -3.002
H: -4.631 0.428 0.520
H: 0.625 2.307 -1.923
C: 4.824 1.954 -0.883
H: 4.387 1.363 -0.075
H: -2.817 -0.499 2.103
H: -1.083 5.291 -1.412
H: 1.000 -6.616 0.457
C: 2.036 -5.183 1.692
H: 2.685 -4.731 0.933
H: -4.751 -2.702 -0.877
H: -2.856 3.347 0.134
O: 1.241 3.699 1.256
H: 2.346 4.436 -0.813
H: 2.403 -4.355 3.687
C: 0.189 3.466 0.400
C: 1.761 -4.173 2.822
H: 4.834 2.163 3.269
C: -4.353 -2.104 -1.704
H: -2.806 5.539 -1.566
H: -0.918 -6.310 -0.920
N: 2.167 0.508 1.041
C: -3.232 -2.888 -2.395
C: -0.421 -5.372 -1.197
H: -0.754 -3.981 -2.840
H: -3.670 -3.617 -3.086
H: -0.778 -4.247 0.613
H: 0.061 -6.006 1.807
H: -2.026 -1.138 0.642
H: 5.255 2.078 1.678
H: -2.131 4.005 -2.052
C: 3.093 3.812 -0.311